(1)
# C16H48O10

A molecular structure, C16H48O10 (ωB97M-V with the def2-TZVPD basis set, OMol25).

Summary:
* spin multiplicity: 1
* charge: 0
* molar mass: 400.55 g/mol
* highest occupied orbital energy: -8.26 eV
* maximum force: 15.315 eV/A
* Kohn-Sham gap: 0.30798 Eh
* energy: -1389.9704 Eh

```
74
Properties=species:S:1:pos:R:3:forces:R:3
C 1.297375 -0.172390 3.049466 0.255 -0.471 0.868
C 0.708380 -1.426259 3.726469 0.035 -1.134 0.344
C -0.276564 -0.954161 4.847914 2.668 -0.669 -2.573
O -0.727072 0.188669 4.182504 -2.282 0.795 1.401
C 0.181492 0.819549 3.294282 0.083 0.009 1.602
H 1.435213 -0.315648 1.977750 0.779 0.437 1.193
H 2.245073 0.104983 3.511017 -0.074 0.217 -0.055
H 1.393632 -2.171098 4.131138 0.472 0.183 -0.256
H 0.111115 -1.943275 2.975442 -0.134 -0.171 0.011
H 0.297965 -0.822025 5.764743 -0.238 0.641 0.283
H -0.993079 -1.762052 4.996266 -0.625 0.628 -0.019
H 0.466523 1.732209 3.817631 0.486 0.208 -0.277
H -0.419363 1.072533 2.420731 0.893 0.267 0.049
C -0.134070 0.348019 -1.588937 -0.138 0.409 -0.606
C -0.224119 0.571129 -0.131006 0.685 1.737 2.965
C -0.112432 -0.778987 0.544506 -1.267 1.441 0.496
O -0.422630 -1.645514 -0.530474 -1.580 -2.162 2.148
C -0.884547 -0.913761 -1.605322 -2.857 2.132 -1.921
H 0.924096 0.290925 -1.844130 -1.467 -0.143 -1.066
H -0.609837 1.050706 -2.273012 1.384 -1.431 0.697
H -1.102490 1.150631 0.153144 -0.910 -1.086 -0.051
H 0.499696 1.187415 0.402272 0.548 -0.683 -0.848
H -0.840493 -0.763319 1.355556 0.973 -1.024 -0.734
H 0.864152 -0.937797 1.001837 -0.523 -0.966 -1.577
H -1.951837 -0.766964 -1.439638 1.436 1.453 -0.282
H -0.919537 -1.414334 -2.572952 0.404 1.553 0.603
C 3.628694 0.339271 0.102435 -1.048 0.487 -1.115
O 2.504252 0.391370 -0.832212 8.493 6.355 5.247
H 4.148097 -0.615774 0.023604 -0.277 -0.342 0.340
H 4.391583 1.070582 -0.164543 -0.128 0.265 -0.128
H 3.262865 0.588678 1.098455 0.238 -0.314 0.158
H 2.274553 -0.511337 -1.064506 3.387 1.384 -1.087
C -0.387166 2.885124 -2.803535 2.576 2.395 -0.274
O -1.656832 2.441245 -2.799306 -3.233 -0.419 -0.694
H 0.381866 2.261521 -3.259385 -0.605 -0.355 -0.680
H -0.284685 3.844477 -3.310732 -0.498 0.233 0.068
H 0.006032 2.934948 -1.788150 -0.837 0.677 -1.084
H -1.634372 1.722330 -2.163491 -1.404 0.494 0.148
C 1.772864 -2.813622 -1.052568 -0.362 0.156 1.317
O 1.737168 -1.326987 -1.028099 -3.149 -14.829 -2.175
H 2.570264 -3.318278 -1.598067 0.320 0.890 0.050
H 1.775034 -3.048709 0.011764 0.682 -0.457 0.088
H 0.834292 -3.279997 -1.352026 1.172 0.764 -0.336
H 0.804108 -1.102317 -1.005541 0.848 -0.861 -0.133
C 2.534348 2.961271 -1.982662 0.893 -0.044 0.454
O 1.584739 1.983519 -1.753267 -0.196 3.991 -4.130
H 3.478060 2.610336 -2.400214 0.340 -0.585 0.268
H 2.287366 3.734839 -2.709782 -0.875 0.188 0.196
H 2.680102 3.351231 -0.975299 1.088 1.095 -0.311
H 1.899421 1.451181 -1.018975 0.772 -0.352 0.723
C -3.582537 -1.595032 -0.730881 -0.400 -0.648 -1.452
O -3.599437 -0.150998 -0.742883 -1.433 -3.517 -4.720
H -4.532025 -1.967580 -1.115322 0.045 -0.110 0.128
H -2.766157 -1.789339 -1.426484 -1.275 -1.286 0.159
H -3.310085 -2.141929 0.171762 -0.286 1.014 0.428
H -4.133828 0.115937 -1.494397 -0.159 0.193 -0.157
C -2.516057 0.024234 1.949472 -2.304 -0.749 -1.316
O -3.254247 0.859138 1.058709 1.579 3.103 5.828
H -3.146969 -0.427586 2.714919 -0.156 0.698 0.731
H -2.293568 -0.881779 1.385797 0.016 -0.041 0.116
H -1.591994 0.431861 2.359427 -1.738 -0.122 -0.372
H -3.543115 0.419860 0.255466 -0.002 0.494 1.437
C 0.403055 3.245401 0.189578 -2.123 0.231 1.824
O 1.064043 2.792783 1.421359 0.576 0.772 -1.337
H -0.306344 4.049900 0.383551 0.786 0.996 0.138
H 1.026131 3.316818 -0.701915 -0.136 0.631 1.814
H -0.351642 2.493345 -0.040524 0.519 0.902 -0.326
H 0.415759 2.641278 2.113006 -0.152 0.431 -0.299
C -0.915832 -3.390627 -2.140056 0.183 -0.219 1.301
O -0.406628 -4.522198 -2.705256 -0.549 -1.834 -1.540
H -0.425611 -2.486879 -2.502026 0.365 -2.591 -0.431
H -1.993125 -3.232906 -2.191595 -0.219 -0.445 -0.498
H -0.668474 -3.445867 -1.079941 -0.817 -0.205 -0.353
H -0.970607 -4.641919 -3.472857 0.478 -0.684 -0.408
```
Positions in Å, forces in eV/Å.

***

(2)
# H14O7

7 unconnected molecules or ions with the total composition H14O7 (ωB97M-V with the def2-TZVPD basis set, OMol25).

Summary:
* spin multiplicity: 1
* charge: 0
* SMILES string: O.O.O.O.O.O.O
* molar mass: 126.10 g/mol
* highest occupied orbital energy: -10.48 eV
* maximum force: 4.587 eV/A
* Kohn-Sham gap: 0.39663 Eh
* energy: -534.9868 Eh

```
21
Properties=species:S:1:pos:R:3:forces:R:3
H 0.202715 0.557896 -0.569652 1.690 -1.977 0.029
H 1.327098 -0.519406 -0.097540 0.744 0.262 1.396
H 4.187779 1.111550 -0.457160 -0.115 -0.649 -0.793
H 3.141680 0.536362 -1.616938 0.600 1.247 2.454
H -2.040560 -1.789339 1.517023 -0.156 -0.191 -0.051
H -3.431819 -2.295995 1.908202 -1.717 -2.900 0.161
H -2.259176 4.236050 -0.343033 -0.102 0.012 0.186
H -3.491980 4.834023 -0.992096 0.164 -0.148 0.792
H -2.207584 -1.010965 -1.219733 2.957 -0.163 -1.274
H -3.139866 -2.108173 -0.552092 0.727 1.316 -0.616
H 3.400347 1.525752 1.348372 1.554 -1.208 -0.081
H 4.883224 1.658754 1.077824 1.345 1.211 0.195
H 1.375674 -3.281274 -0.648301 2.512 0.718 -0.174
H 0.405194 -4.371761 -0.544031 -0.261 0.050 0.003
O 0.751351 -0.265490 -0.788421 -2.603 1.742 -1.526
O 3.273568 0.915684 -0.670030 -1.735 -0.993 -4.128
O -2.905620 -1.559428 1.865392 1.883 2.969 0.408
O -3.120616 4.607421 -0.114643 -0.066 0.148 -0.977
O -3.016139 -1.172925 -0.835253 -3.566 -1.061 1.337
O 4.257736 1.001114 1.303266 -1.544 0.444 2.468
O 0.465630 -3.411811 -0.611667 -2.312 -0.831 0.192
```
Positions in Å, forces in eV/Å.

***

(3)
# C31H38BF10O27

10 unconnected molecules or ions with the total composition C31H38BF10O27 (ωB97M-V with the def2-TZVPD basis set, OMol25).

Summary:
* spin multiplicity: 1
* charge: -1
* molar mass: 1043.41 g/mol
* highest occupied orbital energy: -5.10 eV
* maximum force: 0.463 eV/A
* Kohn-Sham gap: 0.25149 Eh
* energy: -4259.2936 Eh

```
107
Properties=species:S:1:pos:R:3:forces:R:3
C -1.642577 -2.315587 0.763190 0.314 0.137 -0.148
C -0.260224 -1.663210 0.899985 0.110 0.161 -0.293
C 0.745853 -2.649456 1.527501 0.033 -0.133 -0.305
C -0.354956 -0.295882 1.613724 -0.305 -0.297 0.182
B -0.385862 -0.304489 3.245190 0.228 0.341 0.124
F -0.392917 1.137445 3.684153 0.117 0.051 0.066
H -2.082930 -2.447543 1.756947 -0.087 -0.064 -0.190
H -2.275364 -1.662020 0.147480 -0.088 -0.093 0.214
H -1.555377 -3.274023 0.233142 -0.121 0.052 0.309
H 0.081498 -1.481692 -0.130373 -0.037 0.010 0.134
H 1.485001 -2.147328 2.155431 -0.149 -0.054 -0.017
H 0.231437 -3.415535 2.120234 0.119 0.217 0.146
H 1.287702 -3.184544 0.734003 -0.078 -0.007 0.102
H 0.459731 0.355675 1.255241 -0.027 -0.089 0.051
H -1.297960 0.165044 1.275199 0.209 0.137 -0.067
H 0.634183 -0.804484 3.737930 0.000 0.011 -0.005
H -1.384451 -0.845382 3.719681 0.008 -0.042 -0.074
C 2.770165 2.157905 2.270807 -0.313 -0.043 0.190
C 3.588938 3.397306 2.555003 -0.003 -0.192 0.028
O 4.740848 3.190555 1.754600 -0.003 0.313 -0.134
C 4.368996 2.408506 0.694982 0.181 -0.173 -0.190
O 5.041571 2.268386 -0.279301 -0.127 0.024 0.278
O 3.172502 1.857174 0.920858 0.058 0.057 -0.032
F 3.973375 3.500187 3.850743 0.065 -0.017 0.041
H 3.047915 1.334025 2.929276 0.039 0.034 0.033
H 1.695109 2.309734 2.338090 -0.026 -0.121 -0.190
H 3.113992 4.334784 2.259128 -0.002 0.038 0.092
C -0.581489 -5.767445 -3.871408 -0.035 -0.128 -0.093
C -1.478128 -6.067058 -2.689841 0.032 -0.118 0.067
O -1.193113 -4.998417 -1.801473 -0.044 0.421 -0.185
C -0.806437 -3.936314 -2.560695 0.103 -0.154 -0.251
O -0.751428 -2.803977 -2.207440 -0.068 -0.267 0.014
O -0.512864 -4.344312 -3.824475 0.031 0.108 0.276
F -1.160070 -7.243722 -2.099198 0.061 0.031 0.090
H 0.411947 -6.193660 -3.719740 -0.019 -0.027 0.074
H -0.983553 -6.099119 -4.824677 -0.035 0.142 0.002
H -2.542267 -6.056038 -2.908911 0.009 -0.076 0.058
C 1.559632 1.793590 7.717016 0.060 0.198 -0.042
C 1.452483 1.010677 6.423810 -0.124 -0.030 -0.084
O 1.052258 -0.265355 6.896447 -0.232 0.016 0.006
C 0.371965 -0.093263 8.051950 -0.026 -0.224 0.154
O -0.296865 -0.913186 8.593180 0.222 0.202 -0.105
O 0.572940 1.166752 8.532688 -0.054 -0.030 -0.014
F 2.655824 0.901566 5.804697 0.091 -0.051 0.059
H 2.544132 1.663252 8.171637 0.046 -0.033 -0.091
H 1.346172 2.852715 7.600491 -0.153 -0.029 0.062
H 0.713805 1.381858 5.708073 0.075 -0.145 -0.166
C -5.643621 -2.808960 -1.851684 0.040 0.095 0.006
C -4.468394 -3.739136 -1.630191 -0.128 0.105 -0.013
O -4.658071 -4.690340 -2.685230 0.340 0.114 -0.246
C -5.327295 -4.073091 -3.692813 -0.212 -0.197 -0.140
O -5.459226 -4.534206 -4.790617 0.116 0.111 0.363
O -5.833300 -2.905856 -3.277786 0.041 -0.027 -0.046
F -4.524856 -4.384970 -0.452591 -0.098 -0.136 0.023
H -6.542558 -3.171199 -1.356332 0.128 -0.097 0.094
H -5.446786 -1.782987 -1.557869 0.074 0.038 -0.205
H -3.488153 -3.269988 -1.733022 0.015 -0.005 0.079
C -10.215269 -0.202902 -0.919224 -0.114 0.044 -0.091
C -9.151444 0.850203 -0.681309 -0.036 -0.050 0.053
O -8.258488 0.182390 0.184015 0.172 -0.097 -0.160
C -8.357089 -1.153906 -0.057982 0.094 -0.132 0.168
O -7.579437 -1.971613 0.307266 -0.330 0.242 0.000
O -9.467320 -1.411749 -0.795739 0.068 -0.020 0.029
F -9.643583 1.948072 -0.063522 -0.030 -0.001 0.085
H -10.978000 -0.162166 -0.139933 0.027 0.086 0.029
H -10.682799 -0.142342 -1.897699 0.095 -0.112 -0.045
H -8.611533 1.163779 -1.576629 -0.039 0.103 0.008
C 7.239505 5.258877 0.664982 -0.027 -0.310 0.009
C 7.476772 5.895139 2.016596 0.090 0.027 -0.135
O 7.157935 7.253149 1.768173 -0.210 0.046 0.168
C 6.246644 7.284767 0.748366 -0.101 0.226 -0.160
O 5.594779 8.237377 0.467170 0.235 -0.227 0.052
O 6.201760 6.088556 0.129867 -0.020 0.066 0.051
F 8.770872 5.811579 2.409062 0.066 0.066 -0.016
H 8.124358 5.333031 0.031165 0.066 0.058 0.092
H 6.913579 4.224741 0.728442 -0.216 0.069 -0.102
H 6.838562 5.515746 2.815798 0.087 -0.048 0.056
C -0.048121 -0.808389 -4.396111 0.244 -0.035 -0.016
C -0.948515 -1.354794 -5.486124 0.043 -0.024 0.159
O -2.157819 -1.582483 -4.792661 -0.206 0.171 -0.097
C -2.202862 -0.713973 -3.740080 0.170 0.046 0.333
O -3.179049 -0.463949 -3.112165 0.011 -0.220 -0.084
O -0.988924 -0.163468 -3.537764 -0.140 0.032 -0.118
F -0.501002 -2.520129 -6.006463 0.020 -0.046 -0.073
H 0.445964 -1.616469 -3.853463 -0.110 0.016 -0.089
H 0.689275 -0.095731 -4.753852 -0.114 0.150 0.033
H -1.139591 -0.661523 -6.308110 0.048 -0.053 -0.080
C 9.383277 10.066089 2.758331 -0.024 -0.160 -0.242
C 8.447753 9.976486 3.944047 0.171 -0.044 -0.046
O 8.773966 11.146544 4.669495 -0.216 0.162 -0.079
C 9.241051 12.072355 3.783713 0.123 0.223 0.044
O 9.373026 13.228331 4.017431 0.011 -0.321 -0.040
O 9.523876 11.479231 2.598102 -0.025 0.059 0.083
F 8.696541 8.889118 4.709071 0.031 0.007 0.095
H 10.356160 9.627188 2.984869 -0.049 -0.052 0.137
H 8.980668 9.611128 1.857918 -0.055 0.168 -0.051
H 7.388664 9.994713 3.683235 -0.023 -0.115 0.058
C -4.550829 -8.436831 -6.149067 -0.136 -0.067 0.155
C -3.744111 -7.313976 -5.534512 -0.164 0.240 -0.173
O -2.555247 -7.348859 -6.305626 0.012 0.144 -0.159
C -2.869043 -7.845121 -7.536367 0.190 -0.100 -0.204
O -2.170531 -7.780758 -8.493143 -0.167 -0.051 0.284
O -4.095731 -8.420067 -7.503287 0.059 0.044 -0.012
F -3.439493 -7.523426 -4.234617 0.104 -0.430 0.090
H -4.298035 -9.394936 -5.691433 0.041 0.033 0.074
H -5.623557 -8.275752 -6.100680 0.010 0.060 -0.163
H -4.196447 -6.326640 -5.606390 -0.102 0.065 -0.002
```
Positions in Å, forces in eV/Å.

***

Repeat the second record exactly.
# H14O7

7 unconnected molecules or ions with the total composition H14O7 (ωB97M-V with the def2-TZVPD basis set, OMol25).

Summary:
* spin multiplicity: 1
* charge: 0
* SMILES string: O.O.O.O.O.O.O
* molar mass: 126.10 g/mol
* highest occupied orbital energy: -10.48 eV
* maximum force: 4.587 eV/A
* Kohn-Sham gap: 0.39663 Eh
* energy: -534.9868 Eh

```
21
Properties=species:S:1:pos:R:3:forces:R:3
H 0.202715 0.557896 -0.569652 1.690 -1.977 0.029
H 1.327098 -0.519406 -0.097540 0.744 0.262 1.396
H 4.187779 1.111550 -0.457160 -0.115 -0.649 -0.793
H 3.141680 0.536362 -1.616938 0.600 1.247 2.454
H -2.040560 -1.789339 1.517023 -0.156 -0.191 -0.051
H -3.431819 -2.295995 1.908202 -1.717 -2.900 0.161
H -2.259176 4.236050 -0.343033 -0.102 0.012 0.186
H -3.491980 4.834023 -0.992096 0.164 -0.148 0.792
H -2.207584 -1.010965 -1.219733 2.957 -0.163 -1.274
H -3.139866 -2.108173 -0.552092 0.727 1.316 -0.616
H 3.400347 1.525752 1.348372 1.554 -1.208 -0.081
H 4.883224 1.658754 1.077824 1.345 1.211 0.195
H 1.375674 -3.281274 -0.648301 2.512 0.718 -0.174
H 0.405194 -4.371761 -0.544031 -0.261 0.050 0.003
O 0.751351 -0.265490 -0.788421 -2.603 1.742 -1.526
O 3.273568 0.915684 -0.670030 -1.735 -0.993 -4.128
O -2.905620 -1.559428 1.865392 1.883 2.969 0.408
O -3.120616 4.607421 -0.114643 -0.066 0.148 -0.977
O -3.016139 -1.172925 -0.835253 -3.566 -1.061 1.337
O 4.257736 1.001114 1.303266 -1.544 0.444 2.468
O 0.465630 -3.411811 -0.611667 -2.312 -0.831 0.192
```
Positions in Å, forces in eV/Å.

***

Q: The lowest charge belongs to which entry?
A: C31H38BF10O27

***

Q: Which value of charge does entry 2 give?
A: 0